This record from the OMol25 dataset describes one molecule with the formula C17H25NO4. The level of theory is wB97M-V/def2-TZVPD.

```
47
Properties=species:S:1:pos:R:3:lowdin_charge:R:1
C 3.667 1.946 -4.145 -0.1139
C 2.188 2.250 -4.351 -0.2721
C 1.562 1.314 -5.383 -0.2263
C 0.082 1.602 -5.649 -0.2050
C -0.849 1.262 -4.485 -0.1735
C -1.040 -0.246 -4.302 -0.1948
O -1.822 -0.553 -3.165 -0.0390
C -1.269 -0.466 -1.927 -0.2624
C -2.144 -0.686 -0.861 0.0141
C -1.694 -0.641 0.440 -0.0162
C -0.357 -0.374 0.719 -0.2007
C 0.138 -0.337 2.150 -0.1815
C 0.081 -1.733 2.790 -0.0423
C 0.785 -1.723 4.142 -0.5102
O 1.975 -1.937 4.260 0.0548
N -0.032 -1.460 5.181 0.0143
C 0.456 -1.333 6.533 -0.0631
C -0.726 0.657 2.891 -0.4959
O -1.639 0.387 3.630 0.1007
O -0.387 1.915 2.605 0.1384
C 0.510 -0.155 -0.338 -0.0122
C 0.069 -0.201 -1.650 -0.0082
H 4.214 2.057 -5.079 0.0709
H 3.803 0.927 -3.790 0.0702
H 4.099 2.624 -3.413 0.0681
H 2.073 3.283 -4.688 0.1114
H 1.672 2.157 -3.394 0.0925
H 2.106 1.424 -6.324 0.1129
H 1.689 0.279 -5.060 0.1025
H -0.238 1.037 -6.528 0.1105
H -0.026 2.663 -5.882 0.1111
H -0.468 1.693 -3.559 0.0998
H -1.831 1.705 -4.666 0.1189
H -0.077 -0.768 -4.256 0.1145
H -1.606 -0.654 -5.145 0.1332
H -3.179 -0.891 -1.084 0.1198
H -2.390 -0.808 1.249 0.1213
H 1.168 0.031 2.161 0.1591
H -0.957 -2.046 2.899 0.1230
H 0.604 -2.433 2.138 0.1361
H -0.979 -1.166 4.994 0.1162
H 1.504 -1.628 6.533 0.0818
H -0.107 -1.986 7.201 0.0813
H 0.371 -0.302 6.886 0.0841
H -0.981 2.541 3.050 0.1381
H 1.552 0.054 -0.143 0.1198
H 0.782 -0.032 -2.439 0.0977
```

Lowest unoccupied orbital energy in hartree: 0.0231
DFT total energy in hartree: -1018.5457
Structure (SMILES): CCCCCCOc1ccc([C@H](CC(=O)NC)C(=O)O)cc1
Energy relative to the best compared isomer or geometry (same formula, charge and spin) in kcal/mol: 4.7
Strongest force on any atom in eV Å⁻¹: 0.60
HOMO energy in eV: -8.51

***

This record from the OMol25 dataset describes one molecule with the formula C17H25NO4. The level of theory is wB97M-V/def2-TZVPD.

```
47
Properties=species:S:1:pos:R:3:lowdin_charge:R:1
C -4.614 -0.578 -1.329 -0.0664
C -5.538 -0.275 -0.152 -0.3991
C -6.931 0.105 -0.648 -0.0764
C -4.988 0.850 0.738 -0.1675
O -3.818 0.460 1.433 -0.0253
C -2.580 0.725 0.964 -0.2668
C -2.257 1.505 -0.145 -0.0058
C -0.936 1.702 -0.486 0.0024
C 0.105 1.130 0.244 -0.1329
C 1.478 1.388 -0.232 -0.4077
O 1.707 2.155 -1.172 0.0407
N 2.488 0.745 0.385 0.1252
C 3.848 0.732 -0.133 -0.2014
C 4.627 -0.469 0.392 -0.1286
C 4.393 -1.766 -0.391 -0.4265
C 5.352 -2.843 0.114 -0.0801
C 2.951 -2.260 -0.283 -0.0748
C 4.565 2.066 0.210 -0.4937
O 5.568 2.114 0.866 0.1142
O 3.985 3.135 -0.300 0.1234
C -0.222 0.355 1.359 -0.0166
C -1.537 0.162 1.712 0.0092
H -4.533 0.286 -1.986 0.0826
H -5.011 -1.408 -1.908 0.0796
H -3.619 -0.850 -0.985 0.0749
H -5.613 -1.173 0.471 0.1407
H -6.885 1.009 -1.252 0.0823
H -7.342 -0.694 -1.259 0.0788
H -7.605 0.282 0.186 0.0765
H -4.831 1.762 0.155 0.1231
H -5.717 1.070 1.525 0.1337
H -3.021 1.963 -0.751 0.1052
H -0.681 2.307 -1.343 0.1223
H 2.311 0.160 1.184 0.1231
H 3.784 0.696 -1.231 0.1671
H 5.686 -0.212 0.346 0.1230
H 4.385 -0.623 1.446 0.1326
H 4.614 -1.575 -1.447 0.1379
H 5.160 -3.061 1.162 0.0815
H 6.383 -2.515 0.015 0.0775
H 5.227 -3.761 -0.455 0.0758
H 2.681 -2.426 0.759 0.0814
H 2.841 -3.204 -0.812 0.0781
H 2.252 -1.550 -0.719 0.0686
H 3.148 2.907 -0.798 0.0783
H 0.539 -0.100 1.975 0.1083
H -1.797 -0.430 2.575 0.1212
```

Lowest unoccupied orbital energy in hartree: 0.0176
DFT total energy in hartree: -1018.5513
Structure (SMILES): CC(C)COc1ccc(C(=O)N[C@H](CC(C)C)C(=O)O)cc1
Energy relative to the best compared isomer or geometry (same formula, charge and spin) in kcal/mol: 1.2
Strongest force on any atom in eV Å⁻¹: 0.70
HOMO energy in eV: -8.90

***

This record from the OMol25 dataset describes a 3-piece molecular cluster, C17H25NO4 overall in a non-equilibrium geometry. The level of theory is wB97M-V/def2-TZVPD.

```
47
Properties=species:S:1:pos:R:3:lowdin_charge:R:1
C 7.650 0.900 -0.186 -0.3010
H 7.493 1.822 -0.786 0.0968
O 6.802 0.649 0.674 -0.0820
C 5.417 0.284 0.267 -0.1245
C 4.482 -0.204 1.141 -0.0342
C 3.079 -0.383 1.051 -0.0805
C 2.598 -0.355 -0.150 -0.1434
C 3.569 0.138 -1.439 0.0939
C 4.859 0.413 -1.117 -0.0268
H 5.619 0.605 -1.835 0.0837
H 3.173 0.368 -2.314 0.0483
O 1.301 -0.381 -0.832 -0.0382
C 0.484 -1.041 0.117 -0.1365
C -0.851 -1.023 -0.428 -0.2708
O -1.124 -0.900 -1.743 0.0158
O -1.805 -1.637 0.548 -0.0669
C -3.037 -2.065 0.032 -0.3530
C -3.323 -3.460 0.176 0.0002
H -4.164 -3.565 -0.347 0.0736
H -2.563 -3.889 -0.366 0.0916
H -3.255 -3.719 1.044 0.0074
H -3.277 -1.495 -0.912 0.1361
C -4.078 -1.003 0.914 -0.2059
N -4.307 0.335 0.753 -0.1415
C -3.099 1.298 0.609 -0.1643
C -3.473 2.604 0.925 -0.1989
C -4.191 2.807 -0.386 -0.3301
C -5.299 2.188 -0.741 -0.2180
C -4.889 0.556 -0.609 -0.1245
H -5.595 -0.144 -0.844 0.0631
H -4.056 0.601 -1.581 0.1795
H -6.144 2.084 -0.074 0.1220
H -5.743 2.303 -1.660 0.0947
H -4.601 3.886 -0.344 0.1570
H -3.486 2.889 -1.176 0.1267
H -4.244 2.877 1.779 0.1769
H -2.677 3.231 0.990 0.0856
H -2.655 0.836 2.067 0.2007
H -2.345 1.091 0.081 0.0240
H -5.166 -1.466 0.847 0.1423
H -3.672 -1.296 2.059 0.1586
H 0.166 0.002 1.221 0.2600
H 0.659 -1.824 0.780 0.1122
H 2.418 -0.698 1.833 0.1063
H 4.706 -0.016 2.239 0.1397
H 8.690 0.972 0.259 0.1103
H 7.808 -0.007 -0.968 0.1340
```

Lowest unoccupied orbital energy in hartree: 0.0037
DFT total energy in hartree: -1017.8732
Energy relative to the best compared isomer or geometry (same formula, charge and spin) in kcal/mol: 426.7
Strongest force on any atom in eV Å⁻¹: 15.15
HOMO energy in eV: -8.22

***

This record from the OMol25 dataset describes C17H25O16Pd as an isolated structure in a non-equilibrium geometry. The level of theory is wB97M-V/def2-TZVPD.

```
59
Properties=species:S:1:pos:R:3:mulliken_spin:R:1
Pd 0.148 -4.055 0.467 0.9478
C 0.482 -0.500 -2.169 0.0708
C 0.783 -1.139 -0.816 0.0425
O 0.863 -2.504 -0.868 0.8548
H 0.398 0.575 -1.961 -0.0073
H -0.558 -0.631 -2.483 0.0001
H 1.121 -0.708 -3.019 0.0006
H 0.072 -0.848 -0.036 -0.0062
H 1.770 -0.733 -0.527 0.0545
C -0.177 3.754 -0.013 -0.0001
C -1.467 2.970 -0.159 -0.0002
O -2.456 3.980 -0.403 0.0000
C -1.882 5.155 -0.660 0.0000
O -2.456 6.100 -1.110 0.0000
O -0.566 5.107 -0.383 0.0000
H 0.628 3.524 -0.709 -0.0002
H 0.210 3.924 0.993 0.0000
H -1.685 2.471 0.783 0.0000
H -1.507 2.300 -1.013 0.0004
C -3.721 -1.189 3.350 0.0009
C -4.330 -1.400 1.968 -0.0002
O -3.320 -2.190 1.325 -0.0011
C -2.204 -2.189 2.035 0.0008
O -1.182 -2.750 1.713 0.0307
O -2.332 -1.446 3.132 0.0005
H -4.137 -1.805 4.147 0.0000
H -3.833 -0.158 3.682 -0.0001
H -4.450 -0.459 1.429 0.0000
H -5.285 -1.919 1.979 -0.0001
C 3.558 1.262 -1.941 0.0060
C 4.667 0.798 -0.974 -0.0010
O 4.640 1.746 0.060 -0.0005
C 3.423 2.343 0.065 0.0001
O 2.960 2.942 0.991 -0.0001
O 2.811 2.163 -1.098 0.0011
H 2.885 0.462 -2.235 -0.0001
H 3.847 1.824 -2.825 0.0001
H 5.619 0.731 -1.504 -0.0001
H 4.531 -0.240 -0.653 -0.0007
C -3.452 -2.703 -2.025 -0.0006
C -4.705 -2.014 -2.574 -0.0001
O -4.788 -0.816 -1.832 0.0001
C -3.577 -0.537 -1.313 -0.0006
O -3.314 0.524 -0.830 -0.0001
O -2.740 -1.566 -1.501 0.0066
H -2.894 -3.187 -2.821 0.0003
H -3.659 -3.396 -1.209 -0.0010
H -5.602 -2.625 -2.505 0.0000
H -4.534 -1.786 -3.630 0.0000
C 3.259 -0.642 2.306 0.0028
C 3.914 -1.735 1.450 0.0036
O 5.258 -1.292 1.314 -0.0004
C 5.492 -0.255 2.124 -0.0012
O 6.524 0.296 2.272 0.0001
O 4.342 0.156 2.752 0.0003
H 2.721 -1.119 3.127 -0.0007
H 2.570 0.019 1.774 -0.0010
H 3.320 -1.921 0.555 -0.0030
H 3.996 -2.670 2.008 0.0010
```

Lowest unoccupied orbital energy (alpha / beta) in hartree: -0.1764 / -0.2509
Multiplicity: 3
Net charge: +1
DFT total energy in hartree: -1994.1586
Energy relative to the best compared isomer or geometry (same formula, charge and spin) in kcal/mol: 0.0
Strongest force on any atom in eV Å⁻¹: 2.13
HOMO energy (alpha / beta) in eV: -12.19 / -12.19